Density functional theory data (ωB97M-V/def2-TZVPD) for a structure of composition C4H7NO at a distorted geometry.

Calculated values
- Energy relative to the best compared isomer or geometry (same formula, charge and spin): 141.1 kcal per mole
- Total charge: 0
- LUMO level: 0.7 eV
- Molecular weight: 85.106 g mol⁻¹
- HOMO level: -8.787 eV

Geometry (Å):
O -0.13 0.54 1.99
C -0.68 0.15 0.75
C -0.33 0.93 -0.53
C -0.04 -0.22 -1.32
N 0.89 -1.09 -0.66
C -0.14 -1.17 0.21
H 0.82 0.65 1.84
H -1.76 0.12 0.89
H 1.07 1.17 -0.28
H -0.99 1.72 -0.88
H -0.24 -0.46 -2.36
H 1.81 -0.17 -0.30
H -0.28 -2.16 0.66



Density functional theory data (ωB97M-V/def2-TZVPD) for a structure of composition C24H21BrN5NiO3S3 at a distorted geometry.

Calculated values
- Expectation value of S²: 3.772
- Total charge: -2
- Spin multiplicity: 4
- LUMO level (alpha / beta): 4.1 / 4.1 eV
- Molecular weight: 662.262 g mol⁻¹
- HOMO level (alpha / beta): 0.961 / -1.704 eV

Geometry (Å):
Ni 0.81 -0.38 -0.04
O 1.04 -0.33 1.97
N 1.98 0.47 2.36
C 1.80 1.23 3.45
C 2.78 2.08 3.93
C 3.99 2.16 3.24
C 4.17 1.38 2.12
C 3.16 0.53 1.65
S 3.32 -0.42 0.27
H 0.83 1.13 3.91
H 2.59 2.67 4.81
H 4.76 2.84 3.57
H 5.08 1.42 1.54
O -0.47 2.45 1.83
C 0.20 2.67 0.84
C 0.41 4.12 0.34
C 1.53 3.98 -0.65
C 1.69 2.45 -0.80
O 2.51 1.97 -1.55
N 0.86 1.80 0.06
H 0.62 4.78 1.18
H -0.52 4.44 -0.14
H 2.48 4.39 -0.28
H 1.33 4.41 -1.64
S 0.57 -0.24 -2.48
C -0.85 0.58 -2.63
N -1.99 0.00 -3.18
C -3.20 0.72 -2.90
C -2.85 2.19 -3.07
S -1.12 2.33 -2.47
H -2.01 -1.00 -3.01
H -3.57 0.54 -1.87
H -3.98 0.42 -3.61
H -3.48 2.85 -2.47
H -2.87 2.49 -4.12
N 0.74 -7.83 -0.10
C 0.80 -6.68 -0.11
C 0.87 -5.28 -0.12
C 1.22 -4.58 -1.28
C 1.27 -3.20 -1.26
C 0.97 -2.44 -0.12
C 0.65 -3.17 1.04
C 0.60 -4.55 1.05
H 1.44 -5.13 -2.18
H 1.55 -2.69 -2.18
H 0.44 -2.64 1.95
H 0.36 -5.09 1.96
Br -4.26 -3.02 -1.74
C -3.37 -1.70 -0.64
C -4.14 -0.85 0.14
C -3.40 0.00 0.99
C -2.03 0.03 0.92
N -1.31 -0.74 0.08
C -2.00 -1.66 -0.65
H -5.22 -0.85 0.10
H -3.92 0.64 1.70
H -1.46 0.70 1.54
H -1.42 -2.35 -1.24



Density functional theory data (ωB97M-V/def2-TZVPD) for a cluster of 7 separate species, C24H35Cl2FO18 in total at a distorted geometry.

Calculated values
- Energy relative to the best compared isomer or geometry (same formula, charge and spin): 0.0 kcal per mole
- Total charge: 0
- LUMO level: 0.2 eV
- Molecular weight: 701.430 g mol⁻¹
- HOMO level: -10.773 eV

Geometry (Å):
O 24.33 -25.99 2.01
C 23.25 -26.48 1.95
O 23.04 -27.73 1.47
C 21.64 -28.03 1.41
C 21.14 -26.58 1.30
F 19.89 -26.42 1.80
O 22.07 -25.86 2.07
H 21.39 -28.59 0.51
H 21.13 -28.55 2.22
H 21.19 -26.11 0.31
C 17.35 -23.75 2.41
C 15.89 -23.58 2.74
C 15.50 -23.82 4.23
O 15.56 -22.52 4.78
C 15.44 -21.59 3.87
O 15.40 -20.41 4.04
O 15.56 -22.17 2.65
H 18.00 -23.10 2.99
H 17.42 -23.51 1.35
H 17.52 -24.81 2.60
H 15.23 -24.01 1.99
H 16.13 -24.49 4.81
H 14.47 -24.17 4.31
C 23.46 -25.97 -2.27
C 23.81 -27.37 -2.74
C 25.00 -27.90 -1.97
O 24.55 -29.14 -1.42
C 23.21 -29.31 -1.70
O 22.51 -30.22 -1.40
O 22.85 -28.36 -2.58
H 24.17 -25.23 -2.65
H 23.43 -25.89 -1.19
H 22.62 -25.60 -2.86
H 24.06 -27.32 -3.81
H 25.30 -27.21 -1.17
H 25.85 -27.99 -2.64
C 19.18 -16.54 -4.88
C 19.09 -17.62 -3.82
C 18.73 -19.01 -4.34
O 19.52 -19.83 -3.48
C 20.46 -19.10 -2.88
O 21.26 -19.52 -2.08
O 20.38 -17.81 -3.24
H 19.30 -15.58 -4.39
H 18.28 -16.45 -5.49
H 19.97 -16.72 -5.61
H 18.46 -17.24 -3.02
H 19.01 -19.25 -5.37
H 17.65 -19.14 -4.26
C 18.10 -19.06 1.63
C 19.34 -18.35 1.07
C 20.12 -17.50 2.09
O 21.49 -17.79 1.89
C 21.58 -18.92 1.15
O 22.62 -19.28 0.71
O 20.36 -19.35 0.81
H 17.21 -18.59 1.21
H 18.03 -19.00 2.71
H 18.08 -20.12 1.42
H 19.21 -17.87 0.10
H 19.85 -17.79 3.11
H 19.92 -16.44 1.99
C 18.17 -21.72 -1.13
C 19.63 -22.22 -1.29
C 20.31 -22.97 -0.15
O 20.92 -24.02 -0.90
C 20.23 -24.26 -2.03
O 20.27 -25.24 -2.69
O 19.63 -23.09 -2.40
H 17.57 -22.30 -1.82
H 18.13 -20.64 -1.26
H 17.58 -21.84 -0.21
H 20.19 -21.31 -1.47
H 19.62 -23.34 0.61
H 21.09 -22.37 0.31
Cl 16.22 -24.43 -5.36
C 17.36 -25.71 -4.88
Cl 16.58 -27.31 -4.90
H 18.02 -25.69 -5.75
H 17.95 -25.49 -3.99



Which value of molecular weight does entry 2 give? 662.262 g mol⁻¹



What is the formula in the second record? C24H21BrN5NiO3S3